P:
Here is a molecular structure, C25H23Cl5NO2V from the OMol25 dataset. Energies are from ωB97M-V with the def2-TZVPD basis set.

Each line ends with the Löwdin charge.
Cartesian coordinates (Å):
V (0.7966, -0.0989, 0.3306)  0.9260
Cl (-2.0301, 1.8403, 1.7415)  0.8317
C (-2.2007, 0.7658, 0.4282)  -0.6808
C (-1.1035, 0.0348, -0.0395)  -0.2655
C (-1.3039, -0.9004, -1.0416)  -0.6113
Cl (0.1260, -1.8731, -1.3235)  0.8890
C (-2.5017, -1.1161, -1.6757)  -0.6898
Cl (-2.6472, -2.2979, -2.8944)  0.7880
C (-3.5847, -0.3262, -1.2505)  -0.6602
Cl (-5.0854, -0.5186, -2.0034)  0.8211
C (-3.4393, 0.5972, -0.1950)  -0.6853
Cl (-4.7794, 1.5051, 0.3247)  0.7898
C (0.3705, 5.5302, -1.0112)  -0.0781
N (-0.1220, 4.2760, -0.4628)  -0.2417
C (-0.9037, 3.5286, -1.4283)  -0.0734
C (0.8333, 3.4830, 0.2783)  -0.1538
C (1.7834, 2.6479, -0.5663)  -0.1535
C (2.7722, 3.2185, -1.3531)  0.0213
C (3.6038, 2.4356, -2.1508)  0.0107
C (3.4903, 1.0497, -2.1761)  -0.0280
C (2.5245, 0.4424, -1.3937)  -0.1062
C (1.6783, 1.2521, -0.6147)  -0.1524
H (-0.4799, 6.1646, -1.2592)  0.0966
H (0.9579, 5.4059, -1.9326)  0.0836
H (0.9745, 6.0518, -0.2695)  0.0954
H (-1.7341, 4.1447, -1.7711)  0.1021
H (-1.3167, 2.6328, -0.9607)  0.0510
H (-0.3259, 3.2262, -2.3166)  0.0975
H (0.2824, 2.8102, 0.9390)  0.0624
H (1.4220, 4.1508, 0.9101)  0.1431
H (2.9149, 4.2901, -1.3331)  0.1294
H (4.3631, 2.9143, -2.7554)  0.1330
H (4.1427, 0.4514, -2.7965)  0.1285
H (2.4707, -0.6458, -1.4059)  0.0775
C (4.4349, -4.2092, -0.8725)  -0.0070
C (3.6300, -3.3075, 0.0067)  -0.2013
C (4.1424, -2.0696, 0.4058)  0.0174
C (3.4570, -1.2313, 1.2636)  -0.1993
C (4.1003, 0.0267, 1.7715)  0.0144
C (2.1701, -1.6625, 1.7029)  -0.1498
C (1.6431, -2.9418, 1.3550)  -0.2286
C (0.3398, -3.4183, 1.9268)  0.0017
C (2.3759, -3.7152, 0.4795)  0.0093
C (1.4611, -0.8985, 2.7475)  -0.3243
O (1.1090, -0.9998, 3.8411)  0.3077
O (0.9665, 0.3396, 1.9276)  -0.1497
H (5.0996, -3.6471, -1.5259)  0.0941
H (3.8025, -4.8622, -1.4710)  0.0954
H (5.0613, -4.8497, -0.2454)  0.1151
H (5.1252, -1.7691, 0.0611)  0.1456
H (4.6095, 0.5511, 0.9628)  0.1000
H (4.8568, -0.2395, 2.5128)  0.1194
H (3.3996, 0.7126, 2.2443)  0.0893
H (-0.4433, -2.6558, 1.8752)  0.0928
H (0.4645, -3.6720, 2.9815)  0.1166
H (-0.0103, -4.3056, 1.4051)  0.1016
H (1.9835, -4.6795, 0.1790)  0.1415

Summary:
Total charge: +2
Kohn-Sham gap: 4.630 eV
E_HOMO: -0.502 Eh

---

Q:
Here is a molecular structure, C25H23Cl5NO2V from the OMol25 dataset. Energies are from ωB97M-V with the def2-TZVPD basis set.

Each line ends with the Löwdin charge.
Cartesian coordinates (Å):
V (-0.7105, 0.2488, -0.4521)  0.8268
Cl (-0.4408, 1.4111, 3.0697)  0.7716
C (-0.5142, -0.2606, 2.6683)  -0.6844
C (-0.6574, -0.6195, 1.3399)  -0.2928
C (-0.7056, -1.9567, 1.0147)  -0.6297
Cl (-0.8173, -2.2832, -0.7242)  0.8250
C (-0.6243, -2.9843, 1.9397)  -0.7094
Cl (-0.6550, -4.6165, 1.4508)  0.7805
C (-0.4833, -2.6057, 3.2807)  -0.6847
Cl (-0.3294, -3.8147, 4.4736)  0.7767
C (-0.4450, -1.2499, 3.6484)  -0.6829
Cl (-0.2967, -0.8137, 5.2933)  0.7909
C (-5.1537, 1.1520, -1.3619)  -0.0355
N (-4.3276, 0.4410, -0.3948)  -0.2226
C (-3.4943, -0.5597, -0.9099)  -0.1270
C (-3.6896, 1.2592, 0.6195)  -0.1318
C (-2.7683, 2.2904, -0.0095)  -0.2067
C (-3.2187, 3.6022, -0.0836)  -0.0134
C (-2.5116, 4.5722, -0.7799)  -0.0072
C (-1.3178, 4.2591, -1.4190)  -0.0366
C (-0.8185, 2.9760, -1.3286)  -0.0646
C (-1.5416, 1.9859, -0.6352)  -0.1742
H (-5.7424, 0.4306, -1.9251)  0.1001
H (-4.5676, 1.7558, -2.0656)  0.0996
H (-5.8416, 1.8080, -0.8307)  0.1026
H (-3.9730, -1.1417, -1.6962)  0.1238
H (-3.1554, -1.2277, -0.1168)  0.0722
H (-2.5580, -0.1356, -1.4460)  0.0609
H (-3.1586, 0.5971, 1.3096)  0.1138
H (-4.4543, 1.7772, 1.1976)  0.1369
H (-4.1494, 3.8655, 0.4044)  0.1298
H (-2.8990, 5.5815, -0.8276)  0.1278
H (-0.7754, 5.0168, -1.9676)  0.1242
H (0.1237, 2.7346, -1.8003)  0.1051
C (3.0961, -0.4419, 6.0757)  -0.0277
C (3.0543, -0.5928, 4.5922)  -0.2129
C (3.1134, 0.5393, 3.7700)  0.0245
C (3.1460, 0.4399, 2.3989)  -0.1762
C (3.1825, 1.6468, 1.5152)  0.0029
C (3.1109, -0.8773, 1.8626)  -0.1011
C (3.0314, -2.0574, 2.6606)  -0.1742
C (3.0328, -3.4185, 2.0327)  0.0009
C (2.9933, -1.8732, 4.0198)  0.0189
C (3.2395, -1.0447, 0.5055)  -0.0029
O (3.3507, -1.2191, -0.6009)  0.3635
O (0.7566, 0.5591, -0.8153)  -0.2373
H (2.6659, 0.5055, 6.3954)  0.0947
H (4.1412, -0.4545, 6.3992)  0.1149
H (2.5883, -1.2631, 6.5782)  0.0870
H (3.1429, 1.5209, 4.2261)  0.1426
H (3.6109, 2.4954, 2.0435)  0.1044
H (2.1658, 1.9138, 1.2171)  0.0802
H (3.7673, 1.4870, 0.6074)  0.1006
H (2.3538, -3.4788, 1.1795)  0.0818
H (2.7349, -4.1756, 2.7548)  0.0969
H (4.0349, -3.6753, 1.6794)  0.1156
H (2.9304, -2.7391, 4.6677)  0.1384

Summary:
Total charge: +2
Kohn-Sham gap (alpha / beta): 6.490 / 6.486 eV
E_HOMO (alpha / beta): -0.528 / -0.527 Eh

---

Last place for stability: P

---

P:
Here is C7H6O in the gas phase from the OMol25 dataset. Energies are from ωB97M-V with the def2-TZVPD basis set.

Each line ends with the Löwdin charge.
Cartesian coordinates (Å):
C (0.1306, -1.0838, -1.7567)  -0.0681
C (0.7020, 0.2306, -1.6977)  0.0323
C (0.6836, 0.5971, -0.2118)  -0.2198
C (0.1766, 1.7440, 0.8445)  -0.0595
C (-0.5629, 1.0915, 1.6956)  -0.1935
C (-0.6141, -0.3788, 1.5528)  0.0016
C (-0.1093, -0.5027, 0.2152)  -0.3280
H (-0.4033, -1.4618, -2.7481)  0.1544
H (0.9733, 0.9400, -2.3830)  0.0638
H (1.6026, 0.4011, 0.2223)  0.1332
H (0.6834, 2.7429, 0.9890)  0.1156
H (-1.2366, 1.9084, 2.3305)  0.1585
H (-0.8474, -1.5675, 2.1096)  0.1987
O (-0.4013, -1.6439, -0.5464)  0.0109

Summary:
SMILES string: C1=C[C@@H]2C=COC2=C1
Total charge: 0
Kohn-Sham gap: 8.664 eV
E_HOMO: -0.292 Eh

---

Q:
Here is C7H6O in the gas phase from the OMol25 dataset. Energies are from ωB97M-V with the def2-TZVPD basis set.

Each line ends with the Löwdin charge.
Cartesian coordinates (Å):
C (-0.7460, 1.8334, 0.0277)  0.0227
C (-0.5865, 0.5305, -0.0823)  -0.3285
C (-1.7451, -0.2300, -0.3281)  -0.1061
C (-1.4231, -1.5267, -0.1719)  0.0029
C (0.6152, -0.4178, 0.4120)  -0.3157
C (1.9793, -0.3421, -0.0862)  -0.0137
C (3.2624, -0.0375, -0.2339)  0.1435
H (-1.7200, 2.4747, 0.1138)  0.1066
H (0.3365, 2.2825, 0.2573)  0.1078
H (-2.8991, 0.1763, -0.4504)  0.1849
H (-1.7270, -2.6268, -0.2579)  0.1441
H (0.5296, -0.4264, 1.6001)  0.1987
H (4.0450, 0.0112, -0.9257)  -0.0043
O (0.0787, -1.7014, 0.1258)  -0.1427

Summary:
SMILES string: C#C[C@@H]1OC=CC1=C
Total charge: 0
Kohn-Sham gap: 9.054 eV
E_HOMO: -0.313 Eh

---

Last place for stability: P

---

P:
Here is a gas-phase ion, C4H2NO2 (charge -1) from the OMol25 dataset. Energies are from ωB97M-V with the def2-TZVPD basis set.

Each line ends with the Löwdin charge.
Cartesian coordinates (Å):
C (-0.4962, -0.4890, -0.0335)  -0.3272
C (-0.5891, 0.5368, 0.9355)  -0.4732
C (0.9284, -0.9791, -0.6445)  -0.1134
C (0.3418, 1.6333, 0.8586)  -0.1926
N (0.1412, -0.3045, -1.3390)  -0.0515
O (1.1720, 1.9116, -0.0272)  0.0051
O (-1.4541, 0.6715, 1.8251)  -0.0496
H (-1.1438, -1.4032, -0.1318)  0.0986
H (0.2404, 2.2517, 1.7425)  0.1038

Summary:
Total charge: -1
Kohn-Sham gap (alpha / beta): 7.694 / 7.695 eV
E_HOMO (alpha / beta): -0.133 / -0.133 Eh

---

Q:
Here is a molecular structure, C4H2NO2 from the OMol25 dataset. Energies are from ωB97M-V with the def2-TZVPD basis set.

Each line ends with the Löwdin charge.
Cartesian coordinates (Å):
C (-0.0183, -1.0848, -1.2311)  -0.1516
C (0.1772, 0.3115, -0.9443)  -0.4812
C (-1.0919, 0.0963, -0.1492)  -0.1588
C (-0.7684, 0.6139, 1.9355)  -0.2111
N (-0.8920, -1.1976, -0.1658)  0.0157
O (-0.9609, 1.6656, 2.4519)  -0.0823
O (1.0050, 1.1826, -0.7832)  0.0209
H (0.1242, -1.6546, -2.0176)  0.0060
H (-0.2218, -0.1702, 2.5819)  0.0426

Summary:
Total charge: -1
Kohn-Sham gap (alpha / beta): 6.749 / 6.750 eV
E_HOMO (alpha / beta): -0.087 / -0.087 Eh

---

Last place for stability: Q